## w
Here is 2 unconnected molecules or ions with the total composition C5H12O2 from the OMol25 dataset. Energies are from ωB97M-V with the def2-TZVPD basis set.

**SMILES**: CCC(=O)CC.O
**Gap between HOMO and LUMO**: 10.77 eV
**Lowest unoccupied orbital energy**: 0.7 eV
**HOMO level**: -10.0 eV

```
! wB97M-V def2-TZVPD RIJCOSX def2/J DEFGRID3
* xyz 0 1
C -0.12 2.52 0.77
C -0.74 1.14 1.03
C -0.06 -0.05 0.29
O 0.87 0.21 -0.48
C -0.50 -1.52 0.49
C 0.25 -2.70 -0.19
H -0.34 3.19 1.62
H -0.57 2.95 -0.14
H 0.97 2.48 0.63
H -0.54 1.01 2.11
H -1.83 1.10 0.88
H -0.39 -1.66 1.58
H -1.58 -1.54 0.26
H -0.30 -3.64 -0.02
H 1.29 -2.83 0.17
H 0.28 -2.50 -1.27
O 1.09 0.82 -2.92
H 0.60 0.98 -2.08
H 1.64 0.03 -2.74
*
```

---

## x
Here is C5H12O2 in the gas phase from the OMol25 dataset. Energies are from ωB97M-V with the def2-TZVPD basis set.

**SMILES**: CCOCCOC
**Gap between HOMO and LUMO**: 10.80 eV
**Lowest unoccupied orbital energy**: 1.1 eV
**HOMO level**: -9.7 eV

```
! wB97M-V def2-TZVPD RIJCOSX def2/J DEFGRID3
* xyz 0 1
C 3.00 0.88 -0.19
C 2.28 -0.49 -0.32
O 0.94 -0.32 -0.69
C 0.03 -0.62 0.32
C -1.30 -0.19 -0.21
O -2.25 -0.26 0.81
C -3.48 0.22 0.36
H 2.77 1.52 0.69
H 2.84 1.55 -1.04
H 4.07 0.67 -0.11
H 2.38 -1.06 0.62
H 2.66 -1.20 -1.08
H 0.08 -1.70 0.52
H 0.26 -0.04 1.25
H -1.22 0.84 -0.58
H -1.61 -0.82 -1.07
H -3.84 -0.36 -0.51
H -3.43 1.27 0.04
H -4.16 0.12 1.20
*
```

---

Which is less stable than every other structure shown? x is.